Record 1
A molecular structure, C52H45Cl2N6O6Ti. Source: OMol25; level of theory: the ωB97M-V functional and the def2-TZVPD basis.

CARTESIAN COORDINATES (ANGSTROEM)
Ti (-0.08, -0.41, -0.34)
C (7.53, 1.97, -6.05)
O (7.38, 2.42, -4.71)
C (6.27, 2.05, -4.04)
C (6.16, 2.53, -2.73)
C (5.06, 2.20, -1.96)
C (4.05, 1.39, -2.47)
C (4.16, 0.92, -3.77)
C (5.26, 1.24, -4.56)
C (2.85, 1.06, -1.65)
C (2.99, 0.22, -0.56)
C (4.25, -0.33, -0.15)
C (4.01, -1.06, 0.96)
C (2.61, -0.98, 1.22)
N (1.98, -0.19, 0.29)
C (1.98, -1.74, 2.22)
C (0.61, -1.75, 2.40)
C (-0.05, -2.47, 3.44)
C (-1.36, -2.17, 3.35)
C (-1.51, -1.23, 2.28)
C (-2.70, -0.57, 1.99)
C (-3.88, -0.81, 2.86)
C (-5.08, -1.29, 2.35)
C (-6.18, -1.49, 3.16)
C (-6.10, -1.21, 4.53)
O (-7.22, -1.44, 5.24)
C (-7.18, -1.16, 6.64)
C (-4.91, -0.71, 5.06)
C (-3.82, -0.52, 4.22)
C (-2.81, 0.38, 0.98)
N (-1.83, 0.74, 0.09)
C (-2.41, 1.71, -0.69)
C (-1.79, 2.43, -1.70)
C (-2.58, 3.41, -2.49)
C (-3.15, 3.06, -3.71)
C (-3.88, 3.97, -4.44)
C (-4.06, 5.27, -3.96)
O (-4.79, 6.10, -4.75)
C (-5.00, 7.43, -4.30)
C (-3.49, 5.64, -2.74)
C (-2.76, 4.71, -2.02)
C (-0.44, 2.29, -1.98)
C (0.23, 3.06, -2.99)
C (1.52, 2.66, -2.99)
C (1.65, 1.66, -1.97)
N (0.44, 1.44, -1.34)
C (-3.76, 1.96, -0.29)
C (-4.00, 1.15, 0.76)
N (-0.30, -1.01, 1.66)
C (2.83, -2.57, 3.12)
C (3.69, -1.97, 4.03)
C (4.48, -2.73, 4.88)
C (4.41, -4.12, 4.81)
O (5.14, -4.96, 5.59)
C (6.03, -4.38, 6.54)
C (3.55, -4.73, 3.90)
C (2.77, -3.96, 3.07)
H (8.47, 2.38, -6.40)
H (6.71, 2.32, -6.68)
H (7.58, 0.87, -6.09)
H (6.95, 3.16, -2.35)
H (4.98, 2.58, -0.95)
H (3.38, 0.29, -4.19)
H (5.32, 0.85, -5.57)
H (5.19, -0.16, -0.65)
H (4.72, -1.61, 1.56)
H (0.44, -3.11, 4.16)
H (-2.17, -2.52, 3.97)
H (-5.16, -1.51, 1.29)
H (-7.11, -1.88, 2.77)
H (-8.16, -1.42, 7.02)
H (-6.99, -0.11, 6.82)
H (-6.43, -1.77, 7.14)
H (-4.82, -0.46, 6.10)
H (-2.90, -0.12, 4.64)
H (-3.03, 2.05, -4.09)
H (-4.33, 3.71, -5.39)
H (-5.60, 7.91, -5.06)
H (-4.05, 7.96, -4.19)
H (-5.54, 7.44, -3.35)
H (-3.62, 6.64, -2.35)
H (-2.32, 5.00, -1.07)
H (-0.24, 3.82, -3.59)
H (2.33, 3.03, -3.59)
H (-4.42, 2.68, -0.74)
H (-4.90, 1.08, 1.35)
H (3.74, -0.89, 4.08)
H (5.13, -2.23, 5.58)
H (6.50, -5.21, 7.05)
H (5.49, -3.77, 7.26)
H (6.79, -3.77, 6.04)
H (3.52, -5.81, 3.86)
H (2.10, -4.45, 2.37)
N (-0.42, -0.73, -2.59)
C (-0.06, -2.08, -3.06)
C (1.20, -2.49, -2.33)
N (0.98, -2.34, -0.88)
H (-1.42, -0.57, -2.69)
H (0.05, -0.03, -3.15)
H (0.09, -2.10, -4.14)
H (-0.88, -2.76, -2.83)
H (2.03, -1.84, -2.62)
H (1.47, -3.52, -2.59)
H (1.86, -2.43, -0.40)
H (0.37, -3.09, -0.53)
Cl (-4.16, -2.02, -1.77)
C (-3.30, -3.35, -0.98)
Cl (-4.23, -4.01, 0.37)
C (-1.90, -2.97, -0.49)
O (-1.17, -3.89, -0.13)
O (-1.61, -1.73, -0.55)
H (-3.20, -4.15, -1.71)

Calculated values
LUMO energy ... -3.69 eV
Energy relative to the best compared isomer or geometry (same formula, charge and spin) ... 2.78 kcal/mol
Energy ... -4558.3587 Eh
2S+1 ... 1
Charge ... +1

Record 2
A molecular structure, C52H45N9P2PbSbTe. Source: OMol25; level of theory: the ωB97M-V functional and the def2-TZVPD basis.

CARTESIAN COORDINATES (ANGSTROEM)
Pb (0.22, -0.14, 0.18)
C (2.94, 4.06, -0.05)
C (3.38, 2.87, -0.92)
P (2.87, 1.21, -0.23)
C (3.12, 0.14, -1.69)
C (3.68, -1.13, -1.56)
C (3.68, -2.02, -2.62)
C (3.12, -1.66, -3.83)
C (2.55, -0.40, -3.98)
C (2.54, 0.49, -2.91)
C (4.37, 0.86, 0.77)
C (5.63, 0.73, 0.19)
C (6.74, 0.52, 0.98)
C (6.61, 0.44, 2.36)
C (5.36, 0.56, 2.95)
C (4.23, 0.77, 2.15)
P (1.09, 4.02, 0.14)
C (0.66, 4.62, -1.56)
C (1.09, 5.85, -2.05)
C (0.78, 6.23, -3.35)
C (0.04, 5.39, -4.16)
C (-0.40, 4.17, -3.68)
C (-0.09, 3.79, -2.38)
C (0.75, 5.58, 1.05)
C (1.73, 6.43, 1.57)
C (1.36, 7.57, 2.27)
C (0.02, 7.86, 2.48)
C (-0.95, 7.01, 1.98)
C (-0.59, 5.88, 1.27)
H (3.39, 3.99, 0.95)
H (3.25, 4.99, -0.51)
H (4.47, 2.85, -1.03)
H (2.94, 3.00, -1.91)
H (4.11, -1.43, -0.61)
H (4.10, -3.01, -2.49)
H (3.11, -2.36, -4.66)
H (2.09, -0.11, -4.92)
H (2.05, 1.44, -3.03)
H (5.73, 0.78, -0.89)
H (7.72, 0.43, 0.53)
H (7.48, 0.29, 2.98)
H (5.25, 0.50, 4.02)
H (3.25, 0.89, 2.59)
H (1.65, 6.53, -1.41)
H (1.13, 7.19, -3.73)
H (-0.21, 5.69, -5.17)
H (-1.00, 3.52, -4.30)
H (-0.46, 2.84, -1.99)
H (2.78, 6.21, 1.43)
H (2.13, 8.23, 2.66)
H (-0.26, 8.75, 3.04)
H (-2.00, 7.24, 2.15)
H (-1.35, 5.22, 0.87)
N (-2.39, 1.39, 2.49)
C (-1.06, 1.50, 2.84)
N (-0.68, 2.04, 3.99)
N (0.66, 1.99, 3.96)
N (1.06, 1.44, 2.87)
N (-0.01, 1.10, 2.12)
C (-2.79, 1.32, 1.17)
N (-3.92, 1.85, 0.72)
N (-3.91, 1.59, -0.59)
N (-2.86, 0.93, -0.92)
N (-2.10, 0.72, 0.19)
H (-3.01, 1.90, 3.09)
Te (1.22, -2.06, 2.08)
C (2.01, -3.52, 0.75)
C (3.25, -4.11, 1.01)
C (3.76, -5.09, 0.18)
C (3.03, -5.53, -0.92)
C (1.80, -4.95, -1.18)
C (1.29, -3.96, -0.36)
H (3.81, -3.79, 1.88)
H (4.73, -5.53, 0.40)
H (3.42, -6.31, -1.56)
H (1.22, -5.28, -2.04)
H (0.32, -3.53, -0.57)
C (-8.26, -4.55, -0.21)
C (-7.93, -3.94, 0.99)
C (-6.75, -3.20, 1.10)
C (-5.89, -3.07, 0.02)
C (-6.25, -3.66, -1.19)
C (-7.42, -4.41, -1.30)
Sb (-4.21, -1.70, 0.15)
C (-3.36, -2.68, 1.90)
C (-3.69, -2.15, 3.14)
C (-3.19, -2.69, 4.31)
C (-2.33, -3.77, 4.26)
C (-1.97, -4.31, 3.03)
C (-2.48, -3.76, 1.86)
C (-3.00, -2.74, -1.32)
C (-2.14, -1.99, -2.12)
C (-1.29, -2.62, -3.03)
C (-1.31, -4.00, -3.16)
C (-2.17, -4.75, -2.37)
C (-3.01, -4.12, -1.46)
H (-9.17, -5.13, -0.29)
H (-8.59, -4.02, 1.84)
H (-6.50, -2.73, 2.04)
H (-5.61, -3.54, -2.06)
H (-7.68, -4.87, -2.25)
H (-4.35, -1.29, 3.19)
H (-3.45, -2.26, 5.27)
H (-1.92, -4.20, 5.17)
H (-1.29, -5.14, 2.97)
H (-2.18, -4.19, 0.91)
H (-2.16, -0.91, -2.05)
H (-0.62, -2.03, -3.64)
H (-0.65, -4.48, -3.87)
H (-2.18, -5.83, -2.47)
H (-3.70, -4.72, -0.87)

Calculated values
LUMO energy ... 2.28 eV
Energy relative to the best compared isomer or geometry (same formula, charge and spin) ... 9.80 kcal/mol
Energy ... -3885.2355 Eh
2S+1 ... 1
Charge ... -1